Density functional theory data (ωB97M-V/def2-TZVPD) for C4H7N2O as an isolated structure in a non-equilibrium geometry.

Computed properties:
- Calculated total energy: -340.9065 hartree
- HOMO-LUMO gap: 9.6 eV
- Total charge: +1
- Highest occupied orbital energy: -14.4 eV
- Energy relative to the best compared isomer or geometry (same formula, charge and spin): 144.2 kcal per mole

Cartesian coordinates (Å):
C -0.1448 1.8388 -1.6168
C -0.4087 -0.9047 0.7688
C 1.8583 -0.1487 0.2461
C -1.8231 -0.5831 0.4009
N 0.4527 -0.1870 0.2207
N -0.4749 0.9962 -0.8802
O -1.8687 0.4905 -0.4681
H 0.6147 2.3949 -2.1039
H -0.2273 -1.7196 1.4621
H 2.2736 -0.9721 0.8305
H 2.1822 0.8009 0.6750
H 2.2326 -0.2006 -0.7768
H -2.3901 -0.3372 1.3110
H -2.2765 -1.4684 -0.0693